C4H12 | ωB97M-V/def2-TZVPD

Results
**Kohn-Sham gap (spin up / spin down)**: 12.162 / 3.788 eV
**LUMO energy (spin up / spin down)**: -3.3 / -11.3 eV
**Net charge**: +1
**⟨S²⟩**: 0.753
**ΔE to the lowest compared entry with this formula, charge and spin**: 0.5510 eV
**Multiplicity**: 2
**Electronic energy**: -4330.6810 eV

Element x y z (Å)
C (1.464, 1.314, 0.133)
C (2.416, 0.240, -0.058)
H (1.978, 2.322, 0.291)
H (0.792, 1.793, -0.640)
H (0.782, 1.118, 0.947)
H (2.753, 0.003, -1.084)
H (2.102, -0.662, 0.470)
H (3.431, 0.415, 0.418)
C (-1.346, -0.906, 0.360)
C (-2.597, -0.724, -0.452)
H (-0.729, -1.597, -0.233)
H (-0.736, -0.002, 0.512)
H (-1.554, -1.273, 1.372)
H (-3.307, -0.034, 0.003)
H (-2.331, -0.335, -1.435)
H (-3.120, -1.671, -0.605)

=====

C4H12 | ωB97M-V/def2-TZVPD

Results
**Kohn-Sham gap (spin up / spin down)**: 13.003 / 3.612 eV
**LUMO energy (spin up / spin down)**: -3.0 / -11.3 eV
**Net charge**: +1
**⟨S²⟩**: 0.753
**ΔE to the lowest compared entry with this formula, charge and spin**: 0.8977 eV
**Multiplicity**: 2
**Electronic energy**: -4330.3342 eV

Element x y z (Å)
C (-0.529, 1.300, -1.151)
C (0.321, 1.013, -2.372)
H (0.170, 1.594, -0.333)
H (-1.373, 1.942, -1.355)
H (-0.714, 0.377, -0.607)
H (0.934, 1.907, -2.644)
H (-0.387, 0.967, -3.227)
H (1.018, 0.228, -2.252)
C (-0.208, -0.708, 2.354)
C (0.168, -1.592, 1.157)
H (-0.642, 0.213, 1.962)
H (-0.528, -1.305, 3.208)
H (0.735, -0.316, 2.775)
H (1.227, -1.993, 1.282)
H (-0.404, -2.514, 1.038)
H (0.212, -1.114, 0.165)

=====

C4H12 | ωB97M-V/def2-TZVPD

Results
**Kohn-Sham gap (spin up / spin down)**: 11.166 / 3.314 eV
**LUMO energy (spin up / spin down)**: -3.6 / -11.4 eV
**Net charge**: +1
**⟨S²⟩**: 0.753
**ΔE to the lowest compared entry with this formula, charge and spin**: 0.5348 eV
**Multiplicity**: 2
**Electronic energy**: -4330.6971 eV

Element x y z (Å)
C (-0.213, 1.962, 2.452)
C (-0.808, 1.062, 1.350)
H (0.746, 1.602, 2.813)
H (-0.113, 2.990, 2.100)
H (-0.916, 1.991, 3.293)
H (-1.644, 0.488, 1.755)
H (-1.317, 1.670, 0.576)
H (-0.068, 0.466, 0.809)
C (-0.176, -1.593, -2.153)
C (1.221, -1.467, -1.764)
H (-0.746, -0.690, -1.802)
H (-0.259, -1.797, -3.213)
H (-0.695, -2.369, -1.526)
H (1.955, -1.500, -2.562)
H (1.515, -2.120, -0.885)
H (1.358, -0.538, -1.112)

=====

C4H12AgBN2 | ωB97M-V/def2-TZVPD

Results
**Kohn-Sham gap (spin up / spin down)**: 7.082 / 6.579 eV
**LUMO energy (spin up / spin down)**: -5.7 / -6.2 eV
**Net charge**: +1
**⟨S²⟩**: 0.755
**Multiplicity**: 2
**Electronic energy**: -11988.7846 eV

Element x y z (Å)
C (-0.988, -1.216, 1.977)
C (-1.500, -0.380, 0.819)
N (-0.885, -0.687, -0.460)
B (0.601, -0.688, -0.746)
C (0.912, 0.835, -1.287)
C (1.193, 1.809, -0.160)
N (1.393, 3.022, -0.435)
H (0.100, -1.270, 1.984)
H (-1.384, -2.231, 1.935)
H (-1.305, -0.765, 2.917)
H (-2.581, -0.459, 0.700)
H (-1.289, 0.690, 0.990)
H (-1.507, -0.488, -1.238)
H (0.963, -1.480, -1.727)
H (1.277, -1.058, 0.161)
H (1.800, 0.780, -1.923)
H (0.120, 1.258, -1.913)
H (1.163, 1.419, 0.866)
H (1.545, 3.593, 0.394)
Ag (0.372, -2.685, -2.854)

=====

C4H12BBeCl8 | ωB97M-V/def2-TZVPD

Results
**Kohn-Sham gap**: 4.106 eV
**LUMO energy**: -9.3 eV
**Net charge**: +1
**ΔE to the lowest compared entry with this formula, charge and spin**: 0.6166 eV
**Electronic energy**: -105586.0790 eV

Element x y z (Å)
Be (-3.794, 19.664, 0.546)
B (-6.140, 19.761, 0.929)
H (-5.691, 20.182, -0.083)
H (-7.224, 20.149, 1.072)
H (-6.114, 18.600, 1.022)
H (-5.540, 20.195, 1.849)
C (-5.835, 22.160, -2.407)
Cl (-5.957, 23.397, -3.630)
Cl (-4.207, 21.996, -1.728)
H (-6.536, 22.347, -1.599)
H (-6.071, 21.163, -2.767)
C (-7.620, 20.476, 4.152)
Cl (-8.867, 20.859, 5.370)
Cl (-6.063, 20.375, 4.932)
H (-7.824, 19.520, 3.679)
H (-7.644, 21.274, 3.416)
C (-5.778, 23.603, 1.892)
Cl (-5.223, 24.747, 0.630)
Cl (-4.471, 22.454, 2.226)
H (-6.251, 24.078, 2.747)
H (-6.606, 23.115, 1.381)
C (-8.512, 19.249, -1.462)
Cl (-9.238, 17.875, -2.279)
Cl (-8.721, 20.755, -2.353)
H (-8.934, 19.322, -0.464)
H (-7.440, 19.107, -1.360)

=====

C4H12BF4KO2 | ωB97M-V/def2-TZVPD

Results
**Kohn-Sham gap**: 10.249 eV
**LUMO energy**: -0.6 eV
**ΔE to the lowest compared entry with this formula, charge and spin**: 0.3428 eV
**Electronic energy**: -36316.4358 eV

Element x y z (Å)
K (9.104, 9.504, -15.926)
B (12.101, 7.854, -16.353)
F (10.823, 7.335, -16.659)
F (13.116, 7.089, -16.935)
F (12.130, 9.189, -16.799)
F (12.270, 7.814, -14.937)
C (8.020, 7.615, -11.348)
C (8.532, 7.244, -12.740)
O (7.945, 8.060, -13.748)
H (8.663, 7.200, -10.572)
H (7.029, 7.185, -11.185)
H (7.978, 8.698, -11.245)
H (8.320, 6.186, -12.922)
H (9.612, 7.348, -12.815)
H (6.992, 8.097, -13.625)
C (6.240, 7.721, -17.238)
C (5.419, 8.959, -16.933)
O (6.298, 9.935, -16.329)
H (5.594, 6.985, -17.717)
H (6.714, 7.299, -16.354)
H (7.018, 7.964, -17.966)
H (4.642, 8.733, -16.200)
H (4.997, 9.359, -17.854)
H (5.772, 10.669, -15.997)

=====

C4H12BINbO2 | ωB97M-V/def2-TZVPD

Results
**Kohn-Sham gap**: 3.848 eV
**LUMO energy**: 0.4 eV
**Net charge**: -1
**Electronic energy**: -18755.9290 eV

Element x y z (Å)
C (3.266, -0.070, -0.214)
C (2.037, -0.011, 0.866)
B (0.658, -0.306, 0.001)
O (0.594, -1.652, -0.599)
Nb (-0.947, 1.327, -0.225)
C (-2.657, -0.008, 0.482)
C (-2.796, -1.407, -0.289)
O (-2.377, -1.628, -1.444)
I (-3.858, -2.995, 0.844)
H (3.428, -1.164, -0.502)
H (3.004, 0.562, -1.141)
H (4.198, 0.413, 0.252)
H (2.220, -0.794, 1.681)
H (2.055, 1.033, 1.327)
H (1.069, -1.525, -1.459)
H (-1.217, 0.888, -1.998)
H (-2.162, 2.698, -0.402)
H (-0.652, 1.782, 1.526)
H (0.373, 2.497, -0.663)
H (-2.584, -0.212, 1.613)
H (-3.651, 0.572, 0.343)

=====

C4H12BrCl4HfN4O24 | ωB97M-V/def2-TZVPD

Results
**Kohn-Sham gap (spin up / spin down)**: 5.169 / 7.701 eV
**LUMO energy (spin up / spin down)**: 3.4 / 3.5 eV
**Net charge**: -2
**⟨S²⟩**: 0.768
**Multiplicity**: 2
**Electronic energy**: -180844.4349 eV

Element x y z (Å)
Hf (-1.999, -19.607, 9.997)
Cl (-2.910, -17.699, 6.491)
O (-4.009, -18.292, 5.762)
O (-3.277, -16.495, 7.122)
O (-2.436, -18.593, 7.544)
O (-1.815, -17.493, 5.587)
Cl (0.928, -21.671, 11.894)
O (2.259, -21.635, 11.362)
O (0.894, -21.104, 13.218)
O (0.027, -20.902, 11.052)
O (0.433, -23.027, 12.024)
Cl (-1.305, -22.787, 7.750)
O (-1.650, -22.199, 6.506)
O (0.067, -22.885, 7.878)
O (-1.839, -21.846, 8.694)
O (-1.886, -24.040, 7.990)
Cl (-5.140, -17.015, 10.910)
O (-6.263, -17.789, 10.444)
O (-5.291, -17.100, 12.352)
O (-3.940, -17.682, 10.430)
O (-5.187, -15.678, 10.400)
Br (-3.530, -21.106, 11.937)
C (-1.003, -14.858, 10.034)
N (-0.627, -16.154, 9.521)
O (0.317, -16.238, 8.722)
O (-1.139, -17.225, 9.889)
H (-1.081, -14.706, 11.111)
H (-2.050, -14.862, 9.731)
H (-0.373, -14.065, 9.631)
C (-0.997, -18.135, 14.270)
N (-1.529, -17.637, 12.955)
O (-1.662, -18.460, 12.058)
O (-1.704, -16.447, 12.806)
H (-0.814, -17.243, 14.869)
H (-0.051, -18.643, 14.082)
H (-1.727, -18.749, 14.798)
C (-6.169, -19.798, 7.923)
N (-5.094, -20.687, 8.410)
O (-5.249, -21.868, 8.281)
O (-4.140, -20.204, 9.009)
H (-5.924, -18.739, 8.006)
H (-7.063, -20.001, 8.513)
H (-6.249, -19.951, 6.847)
C (1.437, -18.792, 6.818)
N (1.170, -19.209, 8.240)
O (2.084, -19.267, 9.036)
O (0.010, -19.317, 8.664)
H (2.479, -18.496, 6.697)
H (0.767, -17.946, 6.665)
H (1.222, -19.642, 6.170)

=====

C4H12BrClGaHfNO2P | ωB97M-V/def2-TZVPD

Results
**Kohn-Sham gap**: 5.393 eV
**LUMO energy**: -13.8 eV
**Net charge**: +3
**Electronic energy**: -155426.7700 eV

Element x y z (Å)
N (2.145, -1.204, 0.166)
C (2.339, 0.003, -0.602)
C (1.720, 1.232, 0.129)
C (0.165, 1.361, 0.056)
C (-0.607, 0.549, 1.147)
Ga (-1.622, -1.157, 0.578)
O (-3.289, -1.157, 1.329)
Cl (-0.614, -2.962, 1.284)
P (-2.143, -1.243, -1.812)
O (-3.314, -0.229, -2.103)
Br (-2.810, -3.209, -2.299)
H (3.030, -1.650, 0.377)
H (1.635, -1.891, -0.375)
H (3.406, 0.205, -0.716)
H (1.912, -0.027, -1.606)
H (2.107, 1.279, 1.189)
H (2.123, 2.131, -0.405)
H (-0.057, 2.428, 0.242)
H (-0.138, 1.158, -0.970)
H (0.016, 0.314, 2.016)
H (-1.403, 1.207, 1.505)
H (-3.801, -0.399, 1.002)
H (-2.889, 0.619, -2.359)
Hf (2.090, 2.643, 2.227)

=====

C4H12BrNO | ωB97M-V/def2-TZVPD

Results
**Kohn-Sham gap**: 8.187 eV
**LUMO energy**: 0.2 eV
**ΔE to the lowest compared entry with this formula, charge and spin**: 0.0189 eV
**Electronic energy**: -77921.7437 eV

Element x y z (Å)
C (14.246, -2.599, -14.428)
C (12.680, -2.511, -14.189)
C (11.975, -1.316, -14.848)
O (11.917, -1.375, -16.266)
C (13.100, -0.795, -16.853)
N (11.953, -3.748, -14.713)
H (10.977, -3.688, -14.458)
H (11.904, -3.813, -15.720)
H (12.400, -4.613, -14.444)
H (14.727, -1.621, -14.404)
H (14.452, -3.026, -15.410)
H (14.772, -3.208, -13.693)
H (12.428, -2.602, -13.132)
H (12.400, -0.371, -14.512)
H (10.922, -1.370, -14.572)
H (14.016, -0.926, -16.277)
H (13.077, 0.285, -17.000)
H (13.263, -1.404, -17.742)
Br (9.545, -2.708, -13.525)